[1]
Entry from the OMol25 dataset: 2 unconnected molecules or ions with the total composition C4H5NO (ωB97M-V with the def2-TZVPD basis set).

```
11
Properties=species:S:1:pos:R:3:forces:R:3
C -0.4688 0.7941 2.2162 1.427 0.250 2.504
C 0.4001 -0.3317 -1.8244 -3.141 -0.327 -2.809
C -0.9081 0.4589 0.9968 -1.909 -0.328 -2.169
C 1.1464 -0.7137 -0.6474 -1.497 1.014 -1.376
N -0.0133 1.0591 3.2556 -0.200 -0.003 -0.259
O 0.1557 0.7826 -2.3429 1.461 -1.714 1.683
H -0.2630 -1.2259 -2.3886 1.879 1.540 1.600
H -1.1982 1.3147 0.3770 0.340 -0.570 -0.218
H -1.4639 -0.4815 0.8688 0.508 0.473 -0.044
H 0.8759 -1.7031 -0.3296 0.656 -0.180 0.569
H 1.7373 0.0466 -0.1816 0.475 -0.155 0.519
```
Positions in Å, forces in eV/Å.

Output
- Energy relative to the best compared isomer or geometry (same formula, charge and spin): 106.2 kcal/mol
- Net charge: 0
- LUMO level (spin up / spin down): -2.0 / -1.7 eV
- Orbital gap (spin up / spin down): 7.99 / 8.58 eV
- Energy: -7761.9192 eV
- Multiplicity: 1

=====

[2]
Entry from the OMol25 dataset: a single C4H5NO molecule (ωB97M-V with the def2-TZVPD basis set).

```
11
Properties=species:S:1:pos:R:3:forces:R:3
O -0.5214 0.7049 -2.1096 0.365 -0.535 0.461
C 0.2978 -0.1163 -1.7418 0.202 -0.066 -0.160
N 0.3234 -0.7676 -0.5391 -0.378 0.244 0.006
C -0.5387 -0.3882 0.5453 -0.340 -0.449 -0.332
C 0.4340 -0.1249 1.8184 -0.474 1.039 -0.298
C 0.1499 1.0833 1.8176 0.393 -0.006 0.435
H 1.1394 -0.4573 -2.3768 -0.175 0.181 -0.017
H 1.1643 -1.2516 -0.2508 -0.133 0.027 -0.352
H -1.2434 0.3817 0.1599 0.645 -0.205 0.339
H -1.1553 -1.1970 0.9176 -0.116 -0.236 -0.208
H -0.0501 2.1330 1.7594 0.010 0.005 0.125
```
Positions in Å, forces in eV/Å.

Output
- Energy relative to the best compared isomer or geometry (same formula, charge and spin): 92.5 kcal/mol
- Net charge: 0
- SMILES string: C#CCNC=O
- LUMO level: 0.4 eV
- Orbital gap: 10.24 eV
- Energy: -7762.5135 eV
- Multiplicity: 1

=====

[3]
Entry from the OMol25 dataset: a single C4H5NO molecule (ωB97M-V with the def2-TZVPD basis set).

```
11
Properties=species:S:1:pos:R:3:forces:R:3
C -1.8566 0.0666 0.1790 0.255 0.016 0.003
C -0.4179 0.3557 -0.0468 1.356 -1.554 0.336
C 0.7077 0.9124 -0.3469 1.543 -1.923 0.367
C 2.0511 -0.2199 -0.1670 -1.738 1.234 -0.168
N 1.6029 -1.3212 0.2443 0.636 -0.022 -0.067
O 0.3814 -1.5262 0.4722 -0.936 2.192 -0.633
H -2.0423 -0.0728 1.2493 0.093 0.048 -0.181
H -2.5494 0.8344 -0.1896 0.424 0.013 -0.013
H -2.0980 -0.8769 -0.3215 0.035 0.191 0.070
H 1.1063 1.8698 -0.6803 -0.674 -0.250 0.122
H 3.1148 -0.0218 -0.3928 -0.993 0.055 0.165
```
Positions in Å, forces in eV/Å.

Output
- Energy relative to the best compared isomer or geometry (same formula, charge and spin): 110.8 kcal/mol
- Net charge: 0
- LUMO level: 0.5 eV
- Orbital gap: 9.70 eV
- Energy: -7761.7220 eV
- Multiplicity: 1

=====

[4]
Entry from the OMol25 dataset: a single C4H5NO molecule (ωB97M-V with the def2-TZVPD basis set).

```
11
Properties=species:S:1:pos:R:3:forces:R:3
C -1.3672 0.3939 -0.2056 0.493 -0.013 0.866
C -0.3149 -0.5327 -0.5889 1.522 0.222 -0.922
O 1.0407 0.0830 -1.1576 -1.366 -0.944 0.391
C 1.6367 0.4617 -0.0344 -0.240 0.032 0.677
N 1.0629 0.2828 1.1094 -0.024 0.245 -0.371
C -0.0873 -0.4965 0.8366 -1.370 0.320 -0.068
H -1.1723 1.3818 0.1752 0.300 0.183 -0.429
H -2.3938 0.2236 -0.5857 0.703 -0.343 0.869
H -0.6783 -1.4504 -1.0560 0.556 0.347 -0.344
H 2.6518 0.8658 -0.0871 -0.415 -0.070 -0.292
H -0.3816 -1.2145 1.5930 -0.157 0.021 -0.375
```
Positions in Å, forces in eV/Å.

Output
- Energy relative to the best compared isomer or geometry (same formula, charge and spin): 70.3 kcal/mol
- Net charge: 0
- SMILES string: C1=N[C@H]2C[C@H]2O1
- LUMO level: 0.9 eV
- Orbital gap: 9.40 eV
- Energy: -7763.4775 eV
- Multiplicity: 1

=====

[5]
Entry from the OMol25 dataset: a single C4H5NO molecule (ωB97M-V with the def2-TZVPD basis set).

```
11
Properties=species:S:1:pos:R:3:forces:R:3
N 0.7449 -0.7993 1.1647 0.057 0.042 -0.044
C 0.9051 0.3468 0.4527 0.094 0.047 0.083
O 1.9109 1.0300 0.4989 -0.260 -0.229 -0.033
C -0.2980 0.7928 -0.3848 0.048 0.164 0.077
C -2.1088 -0.7521 -0.5715 0.554 0.177 -0.375
C -1.0151 -0.3271 -1.1351 -0.372 -0.051 0.153
H 1.5053 -1.1071 1.7523 -0.136 0.093 -0.100
H -0.0961 -1.3521 1.1148 0.110 0.103 -0.084
H -0.9968 1.3019 0.2897 0.122 -0.090 -0.038
H 0.0675 1.5416 -1.0921 -0.102 -0.148 0.106
H -0.6189 -0.6755 -2.0896 -0.115 -0.108 0.254
```
Positions in Å, forces in eV/Å.

Output
- Energy relative to the best compared isomer or geometry (same formula, charge and spin): 73.9 kcal/mol
- Net charge: 0
- LUMO level: -0.7 eV
- Orbital gap: 9.22 eV
- Energy: -7763.3212 eV
- Multiplicity: 1

=====

[6]
Entry from the OMol25 dataset: a molecular structure, C4H5NO (ωB97M-V with the def2-TZVPD basis set).

```
11
Properties=species:S:1:pos:R:3:forces:R:3
N -1.0379 1.4556 -0.7750 -0.246 -1.073 -0.069
C -0.0502 0.7861 -0.1132 0.505 -0.408 -0.044
C -1.1989 -0.0875 -0.1743 -0.706 0.911 -0.473
C 0.1250 -0.6824 -0.4279 0.379 0.514 -0.464
C 1.0313 -0.5454 0.8156 0.143 -0.339 0.254
O 0.7899 0.8990 0.9666 0.086 0.046 0.170
H -0.9103 1.3925 -1.7839 -0.006 0.041 0.088
H -1.9996 -0.2024 0.5215 -0.059 0.023 0.387
H 0.4308 -1.2235 -1.3246 0.007 0.182 0.136
H 2.0795 -0.7176 0.5711 -0.126 0.029 0.026
H 0.7405 -1.0743 1.7241 0.022 0.074 -0.011
```
Positions in Å, forces in eV/Å.

Output
- Energy relative to the best compared isomer or geometry (same formula, charge and spin): 119.1 kcal/mol
- Net charge: 0
- LUMO level: 1.1 eV
- Orbital gap: 9.98 eV
- Energy: -7761.3606 eV
- Multiplicity: 1